[1]
{"formula": "C3H11N2S", "method": "ωB97M-V/def2-TZVPD", "homo_energy_ev": [-19.20, -19.20], "charge": 2, "multiplicity": 2, "gap_ev": [12.1, 7.0], "e_tot_ha": -627.9128, "elements": ["C", "C", "S", "H", "H", "H", "H", "H", "H", "N", "C", "N", "H", "H", "H", "H", "H"], "xyz": [[-2.035, -1.961, 2.743], [-1.888, -1.148, 1.431], [-0.636, 0.076, 1.378], [-1.938, -1.359, 3.632], [-1.339, -2.796, 2.763], [-3.061, -2.319, 2.724], [-1.724, -1.834, 0.594], [-2.863, -0.642, 1.337], [-0.204, 0.123, 2.662], [1.890, 1.510, -1.346], [2.164, 1.077, -2.556], [1.301, 0.489, -3.331], [1.029, 1.385, -0.827], [2.572, 2.020, -0.802], [3.210, 1.218, -2.809], [1.534, 0.313, -4.303], [0.325, 0.396, -3.081]]}


[2]
{"formula": "H28O14", "method": "ωB97M-V/def2-TZVPD", "homo_energy_ev": -9.59, "multiplicity": 1, "gap_ev": 9.0, "e_tot_ha": -1070.1250, "elements": ["O", "H", "H", "O", "H", "H", "O", "H", "H", "O", "H", "H", "O", "H", "H", "O", "H", "H", "O", "H", "H", "O", "H", "H", "O", "H", "H", "O", "H", "H", "O", "H", "H", "O", "H", "H", "O", "H", "H", "O", "H", "H"], "xyz": [[-1.738, 1.579, -1.043], [-2.628, 1.396, -0.690], [-1.808, 1.295, -1.926], [0.177, -0.203, 0.177], [0.597, -0.402, -0.689], [-0.483, 0.441, -0.037], [1.212, 2.473, -0.339], [0.609, 2.186, 0.335], [1.654, 1.656, -0.520], [0.672, -0.377, -2.519], [-0.002, -0.017, -3.046], [1.517, -0.322, -3.002], [0.278, -2.320, 2.648], [-0.019, -2.539, 1.783], [1.112, -1.809, 2.570], [2.894, -2.289, -0.205], [2.916, -1.375, -0.489], [3.280, -2.319, 0.674], [-1.395, 4.029, 0.073], [-1.386, 4.676, -0.599], [-1.457, 3.137, -0.246], [-3.059, -1.281, -0.543], [-3.186, -0.564, 0.077], [-3.870, -1.456, -1.010], [-1.467, -2.633, -2.548], [-1.295, -1.737, -2.287], [-2.100, -2.944, -1.981], [0.320, 1.947, 2.721], [0.441, 2.194, 3.632], [0.940, 1.235, 2.586], [3.222, 0.624, -1.141], [4.041, 0.178, -1.309], [3.179, 1.104, -1.981], [-0.646, -2.764, 0.283], [0.013, -3.196, -0.291], [-0.682, -1.776, 0.149], [-3.260, 0.553, 1.468], [-3.265, 1.478, 1.699], [-2.564, 0.222, 2.056], [2.193, -0.115, 2.169], [1.925, -0.007, 1.254], [3.132, 0.044, 2.101]]}


[3]
{"formula": "C3H4ClFN2", "method": "ωB97M-V/def2-TZVPD", "homo_energy_ev": -9.41, "multiplicity": 1, "gap_ev": 10.0, "e_tot_ha": -786.1717, "elements": ["C", "C", "C", "H", "H", "H", "H", "N", "N", "F", "Cl"], "xyz": [[-0.511, 0.608, 0.221], [-0.322, -0.770, -0.231], [-1.081, -1.215, -1.248], [2.009, 0.363, 1.102], [1.854, 1.979, 1.527], [-1.627, 0.751, 0.224], [-1.136, -2.323, -1.625], [1.646, 1.311, 0.637], [0.274, 1.409, 0.658], [-1.881, -0.358, -1.929], [0.775, -1.756, 0.664]]}


[4]
{"formula": "C31H18F8GaN4O2SSe", "method": "ωB97M-V/def2-TZVPD", "homo_energy_ev": -5.20, "charge": -1, "multiplicity": 1, "gap_ev": 7.8, "e_tot_ha": -7084.9715, "elements": ["Ga", "O", "N", "N", "O", "C", "C", "C", "C", "C", "C", "H", "H", "H", "H", "H", "F", "C", "F", "F", "C", "C", "C", "C", "N", "C", "S", "H", "H", "H", "F", "C", "C", "F", "C", "F", "C", "Se", "C", "F", "C", "F", "N", "C", "C", "C", "C", "C", "C", "C", "C", "C", "C", "C", "C", "C", "H", "H", "H", "H", "H", "H", "H", "H", "H", "H"], "xyz": [[13.264, 12.456, 11.562], [14.718, 13.654, 12.592], [15.791, 13.071, 12.817], [15.959, 12.009, 12.081], [15.032, 11.599, 11.206], [17.004, 11.161, 12.444], [18.010, 11.528, 13.396], [19.060, 10.675, 13.612], [19.264, 9.541, 12.849], [18.260, 9.139, 11.944], [17.139, 9.984, 11.712], [17.992, 12.469, 13.935], [19.830, 10.967, 14.262], [20.042, 8.866, 13.118], [18.474, 8.270, 11.347], [16.412, 9.758, 10.951], [12.580, 10.910, 17.050], [12.765, 12.272, 16.902], [12.208, 12.818, 18.007], [14.059, 12.574, 17.048], [12.117, 12.775, 15.623], [11.163, 13.794, 15.708], [10.618, 14.254, 14.476], [11.066, 13.802, 13.358], [12.049, 12.858, 13.244], [12.585, 12.282, 14.359], [13.647, 10.957, 14.123], [10.733, 14.036, 16.628], [9.717, 14.797, 14.368], [10.655, 14.077, 12.341], [10.562, 11.841, 5.585], [11.048, 12.565, 6.647], [10.167, 13.070, 7.558], [8.866, 13.168, 7.240], [10.665, 13.807, 8.609], [9.755, 14.435, 9.399], [12.010, 13.973, 8.834], [12.672, 14.717, 10.440], [12.873, 13.323, 7.948], [14.174, 13.411, 8.193], [12.432, 12.614, 6.855], [13.297, 12.100, 6.017], [12.502, 11.318, 10.237], [11.422, 10.664, 10.329], [10.495, 10.622, 11.536], [9.289, 11.335, 11.730], [8.543, 11.238, 12.854], [8.955, 10.400, 13.909], [10.091, 9.674, 13.773], [10.880, 9.806, 12.595], [10.994, 9.778, 9.222], [9.702, 9.975, 8.681], [9.377, 9.485, 7.426], [10.203, 8.664, 6.625], [11.405, 8.358, 7.260], [11.824, 8.960, 8.435], [8.984, 12.077, 11.021], [7.676, 11.888, 12.955], [8.314, 10.291, 14.827], [10.487, 8.919, 14.518], [11.838, 9.304, 12.514], [8.898, 10.596, 9.051], [8.375, 9.804, 6.991], [9.925, 8.311, 5.658], [12.053, 7.691, 6.784], [12.858, 8.735, 8.711]]}


Listing energy above the lowest of the compared OMol25 structures with the same formula, charge and spin for the structures above in their given order: 5.8 47.7 55.7 21.1 kcal/mol.